Entry from the Open Molecules 2025 dataset: a 2-piece molecular cluster, C21H22N3 overall in a non-equilibrium geometry (wB97M-V/def2-TZVPD).

Atoms and positions in Å:
C 1.387 -4.439 1.910
C -0.015 -3.962 1.907
N -0.370 -2.691 1.874
C -1.714 -2.676 1.877
C -2.216 -3.964 1.911
C -3.639 -4.377 1.935
N -1.123 -4.786 1.928
H 2.078 -3.596 1.907
H 1.590 -5.040 2.795
H 1.591 -5.047 1.029
H -2.301 -1.770 1.870
H -4.301 -3.510 1.941
H -3.882 -4.980 1.060
H -3.858 -4.970 2.824
H -1.121 -5.808 1.932
C 1.684 -0.574 -4.317
N 1.311 0.204 -3.138
C 0.541 -0.246 -2.109
C 0.355 0.780 -1.169
C -0.463 0.696 -0.022
C -0.606 1.704 0.998
C 0.495 2.404 1.540
C 0.310 3.416 2.450
C -0.967 3.764 2.858
C -2.062 3.068 2.375
C -1.889 2.042 1.480
C 1.041 1.944 -1.698
C 1.141 3.275 -1.274
C 1.872 4.166 -2.021
C 2.496 3.763 -3.203
C 2.378 2.471 -3.660
C 1.642 1.554 -2.908
H 2.287 0.016 -5.001
H 2.255 -1.450 -4.022
H 0.794 -0.906 -4.844
H 0.142 -1.243 -2.045
H -1.111 -0.165 0.041
H 1.490 2.131 1.229
H 1.161 3.940 2.856
H -1.110 4.580 3.548
H -3.057 3.351 2.681
H -2.739 1.504 1.099
H 0.637 3.597 -0.383
H 1.958 5.191 -1.694
H 3.071 4.478 -3.766
H 2.838 2.162 -4.580

Total charge: +1
Relative energy (zero: lowest compared OMol25 entry of this formula, charge and spin), eV: 0.225
Calculated total energy, eV: -26598.223
Gap between HOMO and LUMO, eV: 5.41
HOMO energy, eV: -10.28
LUMO level, eV: -4.87
Multiplicity: 1

Results of the Mulliken charge analysis, in e, for atoms 1 through 2: atom 1 (C): -1.137, atom 2 (C): 0.368

=====

Entry from the Open Molecules 2025 dataset: the molecule C21H22N4O3S2 in a non-equilibrium geometry (wB97M-V/def2-TZVPD).

Atoms and positions in Å:
C 1.160 4.860 0.544
H 0.476 4.946 -0.293
H 0.691 4.319 1.359
H 1.495 5.839 0.870
S 2.641 3.955 0.009
C 1.931 2.406 -0.369
N 0.635 2.263 -0.180
C 0.150 1.051 -0.471
C 0.962 0.018 -0.951
C 2.333 0.290 -1.127
N 2.793 1.499 -0.813
N 3.180 -0.617 -1.650
H 2.847 -1.567 -1.730
C 4.607 -0.429 -1.643
H 4.798 0.644 -1.669
C 5.244 -1.030 -0.387
O 5.005 -2.423 -0.407
C 5.661 -3.160 0.602
C 4.935 -3.069 1.950
O 3.623 -3.558 1.855
H 3.242 -3.214 1.036
H 5.451 -3.685 2.690
H 4.932 -2.027 2.304
H 6.703 -2.829 0.711
H 5.644 -4.197 0.255
H 4.801 -0.561 0.502
H 6.325 -0.831 -0.384
H 5.026 -0.914 -2.527
S 0.094 -1.474 -1.241
C -1.394 -0.715 -0.717
N -2.529 -1.367 -0.693
C -3.625 -0.714 -0.287
C -3.570 0.635 0.087
C -2.356 1.308 0.068
C -1.212 0.635 -0.340
C -2.505 2.719 0.530
H -2.122 2.803 1.551
H -1.939 3.412 -0.090
C -4.024 2.947 0.476
H -4.287 3.410 -0.477
H -4.371 3.600 1.274
C -4.662 1.548 0.556
H -4.937 1.292 1.583
H -5.560 1.466 -0.054
C -4.836 -1.501 -0.268
C -5.027 -2.812 -0.637
C -6.390 -3.089 -0.415
C -6.932 -1.936 0.072
O -6.005 -0.973 0.165
H -7.929 -1.686 0.378
H -6.900 -4.014 -0.591
H -4.272 -3.469 -1.015

Total charge: 0
Relative energy (zero: lowest compared OMol25 entry of this formula, charge and spin), eV: 0.000
Calculated total energy, eV: -55908.142
Gap between HOMO and LUMO, eV: 7.76
HOMO energy, eV: -7.85
LUMO level, eV: -0.09
Multiplicity: 1
SMILES: CSc1nc(NCCOCCO)c2sc3nc(-c4ccco4)c4c(c3c2n1)CCC4

Results of the Mulliken charge analysis, in e, for atoms 1 through 2: atom 1 (C): -0.753, atom 2 (H): 0.229

=====

Entry from the Open Molecules 2025 dataset: C21H22N4O4PdS as an isolated structure (wB97M-V/def2-TZVPD).

Atoms and positions in Å:
Pd -0.350 0.819 -0.351
C 2.742 -3.468 4.332
C 1.757 -2.414 3.895
C 1.453 -2.229 2.552
C 0.530 -1.272 2.146
C -0.102 -0.480 3.092
C 0.178 -0.667 4.441
C 1.106 -1.619 4.836
S -1.272 0.816 2.616
O -0.480 2.035 2.547
O -2.239 0.776 3.708
N -1.873 0.470 1.216
C -2.791 -0.689 1.261
C -3.301 -1.276 -0.086
O -4.312 -2.003 0.056
O -2.719 -0.979 -1.152
H 3.337 -3.820 3.488
H 2.231 -4.335 4.761
H 3.426 -3.083 5.092
H 1.943 -2.844 1.804
H 0.298 -1.114 1.095
H -0.347 -0.063 5.169
H 1.325 -1.753 5.891
H -3.694 -0.431 1.817
H -2.343 -1.535 1.802
N -0.728 -0.419 -3.024
C 0.498 -0.308 -3.556
C 0.801 -0.846 -4.808
C 2.042 -0.651 -5.418
C 3.029 0.074 -4.807
C 2.793 0.606 -3.515
C 3.800 1.321 -2.830
C 3.561 1.768 -1.565
C 2.321 1.500 -0.966
N 1.334 0.860 -1.579
C 1.548 0.417 -2.860
H -1.332 -1.177 -3.301
H -0.849 -0.183 -2.024
H 0.027 -1.405 -5.321
H 2.217 -1.080 -6.400
H 3.991 0.239 -5.278
H 4.752 1.491 -3.322
H 4.309 2.313 -1.003
H 2.120 1.805 0.052
C -4.202 2.118 -0.520
C -3.183 3.158 -0.052
C -2.220 3.459 -1.109
N -1.508 3.684 -1.985
H -4.904 1.902 0.286
H -3.688 1.194 -0.782
H -4.757 2.474 -1.391
H -2.611 2.757 0.787
H -3.661 4.090 0.258

Total charge: -2
Relative energy (zero: lowest compared OMol25 entry of this formula, charge and spin), eV: 0.621
Calculated total energy, eV: -50600.284
Gap between HOMO and LUMO, eV: 4.87
HOMO energy, eV: -0.31
LUMO level, eV: 4.55
Multiplicity: 1

Results of the Mulliken charge analysis, in e, for atoms 1 through 2: atom 1 (Pd): -0.383, atom 2 (C): -1.446

=====

Entry from the Open Molecules 2025 dataset: the molecule C21H22N4O4S in a non-equilibrium geometry (wB97M-V/def2-TZVPD).

Atoms and positions in Å:
C -4.542 -2.514 -7.684
H -4.918 -3.314 -7.037
O -3.203 -2.200 -7.394
C -2.900 -1.732 -6.148
C -3.816 -1.544 -5.121
C -3.393 -1.063 -3.894
C -2.056 -0.758 -3.662
C -1.142 -0.950 -4.702
C -1.555 -1.428 -5.923
H -0.856 -1.578 -6.730
H -0.106 -0.712 -4.523
C -1.597 -0.249 -2.381
N -0.332 0.113 -2.188
N -0.246 0.526 -0.935
C -1.430 0.441 -0.283
C -2.338 -0.054 -1.191
H -3.377 -0.245 -1.018
C -1.590 0.907 1.118
O -2.022 2.009 1.390
N -1.261 0.004 2.080
C -0.690 -1.305 1.839
H -1.478 -2.069 1.874
H -0.230 -1.326 0.850
C 0.378 -1.602 2.908
N 1.073 -0.395 3.300
S 2.113 0.203 2.118
O 1.462 1.137 1.235
O 2.747 -0.932 1.520
C 3.275 1.093 3.142
C 3.370 2.468 3.050
C 4.273 3.135 3.863
C 5.062 2.421 4.750
C 4.958 1.040 4.829
C 4.057 0.368 4.020
H 3.954 -0.704 4.047
H 5.579 0.489 5.519
H 5.766 2.942 5.381
H 4.360 4.209 3.802
H 2.746 2.990 2.343
C 0.216 0.612 3.903
H 0.584 1.587 3.580
C -1.244 0.430 3.459
H -1.748 -0.321 4.074
H -1.786 1.375 3.522
H 0.300 0.546 4.994
H 1.128 -2.284 2.507
H -0.064 -2.043 3.805
H 0.623 0.857 -0.533
H -4.123 -0.919 -3.113
H -4.863 -1.765 -5.261
H -4.547 -2.858 -8.718
H -5.192 -1.637 -7.593

Total charge: 0
Relative energy (zero: lowest compared OMol25 entry of this formula, charge and spin), eV: 3.009
Calculated total energy, eV: -47119.099
Gap between HOMO and LUMO, eV: 7.99
HOMO energy, eV: -7.68
LUMO level, eV: 0.31
Multiplicity: 1
SMILES: COc1ccc(-c2cc(C(=O)N3CCN(S(=O)(=O)c4ccccc4)CC3)[nH]n2)cc1

Results of the Mulliken charge analysis, in e, for atoms 1 through 2: atom 1 (C): -0.834, atom 2 (H): 0.333

=====

Q: Which formula does entry 3 have?
A: C21H22N4O4PdS

=====

Q: The highest relative energy (zero: lowest compared OMol25 entry of this formula, charge and spin) belongs to which entry?
A: C21H22N4O4S

=====

Q: Which value of total charge does entry 4 give?
A: 0

=====

Repeat the second record exactly.
Entry from the Open Molecules 2025 dataset: the molecule C21H22N4O3S2 in a non-equilibrium geometry (wB97M-V/def2-TZVPD).

Atoms and positions in Å:
C 1.160 4.860 0.544
H 0.476 4.946 -0.293
H 0.691 4.319 1.359
H 1.495 5.839 0.870
S 2.641 3.955 0.009
C 1.931 2.406 -0.369
N 0.635 2.263 -0.180
C 0.150 1.051 -0.471
C 0.962 0.018 -0.951
C 2.333 0.290 -1.127
N 2.793 1.499 -0.813
N 3.180 -0.617 -1.650
H 2.847 -1.567 -1.730
C 4.607 -0.429 -1.643
H 4.798 0.644 -1.669
C 5.244 -1.030 -0.387
O 5.005 -2.423 -0.407
C 5.661 -3.160 0.602
C 4.935 -3.069 1.950
O 3.623 -3.558 1.855
H 3.242 -3.214 1.036
H 5.451 -3.685 2.690
H 4.932 -2.027 2.304
H 6.703 -2.829 0.711
H 5.644 -4.197 0.255
H 4.801 -0.561 0.502
H 6.325 -0.831 -0.384
H 5.026 -0.914 -2.527
S 0.094 -1.474 -1.241
C -1.394 -0.715 -0.717
N -2.529 -1.367 -0.693
C -3.625 -0.714 -0.287
C -3.570 0.635 0.087
C -2.356 1.308 0.068
C -1.212 0.635 -0.340
C -2.505 2.719 0.530
H -2.122 2.803 1.551
H -1.939 3.412 -0.090
C -4.024 2.947 0.476
H -4.287 3.410 -0.477
H -4.371 3.600 1.274
C -4.662 1.548 0.556
H -4.937 1.292 1.583
H -5.560 1.466 -0.054
C -4.836 -1.501 -0.268
C -5.027 -2.812 -0.637
C -6.390 -3.089 -0.415
C -6.932 -1.936 0.072
O -6.005 -0.973 0.165
H -7.929 -1.686 0.378
H -6.900 -4.014 -0.591
H -4.272 -3.469 -1.015

Total charge: 0
Relative energy (zero: lowest compared OMol25 entry of this formula, charge and spin), eV: 0.000
Calculated total energy, eV: -55908.142
Gap between HOMO and LUMO, eV: 7.76
HOMO energy, eV: -7.85
LUMO level, eV: -0.09
Multiplicity: 1
SMILES: CSc1nc(NCCOCCO)c2sc3nc(-c4ccco4)c4c(c3c2n1)CCC4

Results of the Mulliken charge analysis, in e, for atoms 1 through 2: atom 1 (C): -0.753, atom 2 (H): 0.229